No. 1
DFT (ωB97M-V/def2-TZVPD) results for a structure of composition C13H15O3RhS2.

Each line ends with the natural charge from an NBO analysis.
CARTESIAN COORDINATES (ANGSTROEM)
Rh -0.64689 -1.01452 -1.33422  0.8318
C 1.70112 -4.70987 -0.86384  -0.6507
C 0.54868 -3.80905 -1.22665  -0.2242
S 0.44331 -2.69094 -2.51565  0.1238
C -0.79708 -4.00408 -0.88444  -0.2082
C -1.34191 -4.91915 0.18300  -0.6541
S -1.66331 -2.90710 -1.89267  0.1667
H 2.50714 -4.43609 -1.54567  0.2321
H 1.42926 -5.76420 -0.94035  0.2254
H 2.04587 -4.57534 0.11703  0.2271
H -1.84047 -4.31946 0.89917  0.2354
H -0.51762 -5.37147 0.77599  0.2226
H -1.86527 -5.72382 -0.33836  0.2331
C -0.09933 6.21263 -0.68975  -0.2422
O 0.91179 5.18308 -0.75648  -0.5268
C 0.51615 3.94837 -0.26286  0.2732
C 0.66412 3.60946 1.07212  -0.2357
C 0.56203 2.29030 1.48899  -0.2268
C 0.04771 1.32974 0.61712  -0.1115
C -0.71243 0.10747 1.03457  0.3037
C -0.42837 -0.47488 2.38385  -0.6845
O -1.64324 -0.30597 0.24350  -0.6453
C 0.09978 1.64740 -0.84804  0.3362
O 0.17394 0.72337 -1.74565  -0.6071
C 0.13145 2.96618 -1.22942  -0.2771
H -0.13169 6.58582 0.32209  0.1695
H -1.05852 5.79219 -0.88321  0.1786
H 0.23178 6.98308 -1.37507  0.1967
H 0.94766 4.38998 1.79892  0.2244
H 0.66380 2.01179 2.54868  0.2143
H -0.40126 0.28563 3.18950  0.2211
H 0.64121 -0.91882 2.37778  0.2182
H -1.10941 -1.27676 2.54555  0.2300
H -0.00997 3.15504 -2.26552  0.2303

Summary:
- HOMO energy (spin up / spin down): -5.20 / -8.05 eV
- Frontier orbital gap (spin up / spin down): 4.89 / 5.64 eV
- Total charge: 0
- Spin multiplicity: 5



No. 2
DFT (ωB97M-V/def2-TZVPD) results for a structure of composition C13H16CaN2O2.

Each line ends with the natural charge from an NBO analysis.
CARTESIAN COORDINATES (ANGSTROEM)
O -0.14665 -2.70262 1.62427  -0.5400
C -0.11844 -2.32097 0.47214  0.7157
C 1.29824 -1.87062 -0.08138  -0.5290
C 1.90535 -0.88159 1.00890  -0.4148
C 2.85998 0.24271 0.42905  -0.0585
C 2.42421 1.05781 -0.85680  -0.4390
C 1.78876 2.37123 -0.26855  -0.5368
C 1.82428 2.28059 1.31130  0.6996
O 1.19009 2.89294 2.12009  -0.5388
N 2.83991 1.26047 1.52717  -0.6326
N -1.35147 -2.35139 -0.32128  -0.8716
C -2.01647 -1.04477 -0.44366  0.0640
C -3.47374 -1.00378 -0.20458  -0.2341
C -4.25184 0.22133 -0.33455  -0.1757
C -3.60648 1.49291 -0.71887  -0.1480
C -2.14988 1.44830 -0.94046  -0.1629
C -1.38094 0.20729 -0.81388  -0.2314
H 1.24431 -1.44699 -1.11315  0.2387
H 1.91255 -2.81819 -0.05842  0.2692
H 1.07220 -0.42332 1.60580  0.2252
H 2.52426 -1.48022 1.73229  0.2509
H 3.93408 -0.01904 0.26199  0.2364
H 3.29684 1.44071 -1.45399  0.2533
H 1.78866 0.55414 -1.62785  0.2004
H 0.73008 2.58165 -0.57629  0.2157
H 2.31586 3.31234 -0.59668  0.2661
H 2.56818 0.90029 2.44778  0.3869
H -1.17039 -2.74605 -1.26055  0.3908
H -4.01072 -1.94909 0.06030  0.1575
H -5.34934 0.16263 -0.12966  0.2552
H -4.19652 2.43471 -0.83170  0.2686
H -1.67535 2.41204 -1.24640  0.2597
H -0.29036 0.25826 -1.02415  0.2401
Ca -2.32924 -4.47374 0.30177  1.9188

Summary:
- HOMO energy: -13.98 eV
- Frontier orbital gap: 4.10 eV
- Total charge: +2
- ΔE to the lowest compared entry with this formula, charge and spin: 0.0 kJ/mol



No. 3
DFT (ωB97M-V/def2-TZVPD) results for a structure of composition C13H16Cl2CsN3O.

Each line ends with the Löwdin charge.
CARTESIAN COORDINATES (ANGSTROEM)
Cs -0.13429 -0.13237 -0.19422  1.1742
N 0.03637 0.06371 3.09381  -0.0359
C -0.17541 1.30300 3.85250  -0.2802
C -0.05627 2.51798 2.93759  -0.2173
C -1.25961 2.65886 2.01334  -0.2441
C -1.10285 3.71583 0.93486  -0.2884
N -0.01622 3.38260 0.00278  -0.0265
H -0.41255 -0.72127 3.54826  0.0774
H 1.02481 -0.15737 3.05057  0.0694
H 0.52134 1.40422 4.69096  0.1072
H -1.18148 1.27723 4.27635  0.1157
H 0.86222 2.40978 2.34926  0.1009
H 0.05922 3.41927 3.54642  0.1165
H -2.13411 2.91507 2.62012  0.1185
H -1.48151 1.69011 1.55913  0.0396
H -0.96127 4.69144 1.41798  0.1111
H -2.02791 3.77344 0.35992  0.1117
H 0.88393 3.56292 0.43025  0.0598
H -0.06583 3.97794 -0.81453  0.0675
Cl -3.10652 -4.64014 -0.04857  0.6625
C -1.37129 -4.76184 -0.04124  -0.5951
C -0.78288 -6.02775 -0.02643  -0.1406
C 0.57496 -6.17487 -0.01918  -0.6243
Cl 1.26547 -7.77991 0.00037  0.6522
C 1.41413 -5.04143 -0.02766  -0.1831
C 2.82473 -5.09438 -0.02214  -0.0306
C 3.54841 -3.93516 -0.03050  -0.0633
C 2.86007 -2.71237 -0.04413  -0.1652
N 1.55080 -2.61492 -0.05235  0.0086
C 0.81278 -3.75494 -0.04366  -0.1537
C -0.63381 -3.57038 -0.05330  -0.4668
O -1.12399 -2.39759 -0.07312  -0.4666
H -1.42313 -6.89985 -0.02002  0.1026
H 3.31560 -6.05826 -0.01188  0.0871
H 4.62995 -3.94721 -0.02698  0.1003
H 3.41854 -1.77964 -0.05294  0.0990

Summary:
- HOMO energy: -6.55 eV
- Frontier orbital gap: 6.31 eV
- Total charge: 0
- ΔE to the lowest compared entry with this formula, charge and spin: 16.0 kJ/mol



No. 4
DFT (ωB97M-V/def2-TZVPD) results for a structure of composition C13H16Cl2N2Os.

Each line ends with the natural charge from an NBO analysis.
CARTESIAN COORDINATES (ANGSTROEM)
Os 0.94631 0.01617 -0.13122  1.1626
Cl -0.32265 -1.93821 -0.40669  -0.3190
Cl 1.52415 2.19375 0.53567  -0.3065
C 2.60659 -0.64746 0.06191  -0.4607
H 3.54975 -0.18639 0.42274  0.2330
H 2.78417 -1.67750 -0.34509  0.2224
C -0.61069 1.28628 -1.49114  -0.1877
C 0.54745 0.79460 -2.03128  -0.4115
H -0.57052 2.19701 -0.87519  0.2533
C 0.54767 -0.28213 -3.11235  -0.4336
H 1.45107 1.43327 -1.96585  0.2747
C -0.69638 -0.18169 -3.98955  -0.3967
H 1.47007 -0.25025 -3.68816  0.2258
H 0.60263 -1.26387 -2.62257  0.2301
C -1.91439 -0.25260 -3.06745  -0.4069
H -0.64502 0.71766 -4.62817  0.2055
H -0.71415 -1.05228 -4.65333  0.2200
C -1.96072 0.84059 -1.98007  -0.4543
H -2.82168 -0.22066 -3.67273  0.2178
H -1.93821 -1.22982 -2.56253  0.2186
H -2.44732 1.74647 -2.37692  0.2316
H -2.55854 0.50040 -1.12936  0.2372
N 2.76288 -0.14945 5.98362  -0.3546
C 1.91859 -0.17137 5.17219  0.2862
C 0.86219 -0.20033 4.19007  -0.2566
C -0.48504 -0.22045 4.55390  -0.2824
C -1.46127 -0.23237 3.57035  -0.1965
C -1.05835 -0.22676 2.23365  -0.1002
N 0.24844 -0.17757 1.89708  -0.6012
C 1.19798 -0.20390 2.84024  0.1086
H -0.74802 -0.21736 5.60808  0.2203
H -2.52479 -0.23209 3.79767  0.2236
H -1.76462 -0.29489 1.40014  0.1957
H 2.22241 -0.21678 2.46236  0.2011

Summary:
- HOMO energy (spin up / spin down): -4.83 / -9.02 eV
- Frontier orbital gap (spin up / spin down): 3.39 / 6.01 eV
- Total charge: 0
- ΔE to the lowest compared entry with this formula, charge and spin: 90.1 kJ/mol
- Spin multiplicity: 5



No. 5
DFT (ωB97M-V/def2-TZVPD) results for a structure of composition C13H16IN3PdS.

Each line ends with the natural charge from an NBO analysis.
CARTESIAN COORDINATES (ANGSTROEM)
C -0.13769 1.28699 -3.19546  -0.7281
C -3.24096 1.45614 -0.73474  -0.7328
H -0.06472 2.35530 -3.35334  0.2097
H -0.85965 0.89931 -3.90036  0.1754
H 0.76704 0.68770 -3.33406  0.2141
H -3.48075 0.96524 0.24173  0.2046
H -3.40962 2.52599 -0.79435  0.2076
H -3.88194 1.03869 -1.50794  0.1817
Pd -1.35575 0.98853 -1.61133  0.7772
C -1.87162 -1.05295 -1.63806  -0.6668
H -2.96209 -1.05473 -1.48497  0.1977
H -1.28666 -1.54507 -0.84992  0.2193
H -1.52918 -1.24429 -2.66653  0.1995
I 0.23497 2.79816 -0.33445  -0.4744
N 1.88338 -0.88729 1.48858  -0.5208
C 1.06578 -0.39968 2.47370  0.0887
C 1.29844 -0.23345 3.83263  -0.2351
C 0.28682 0.43316 4.57701  -0.2069
C -0.84278 0.89428 3.91066  -0.2284
C -1.04758 0.72851 2.54372  -0.2128
C -0.11154 0.03821 1.79648  0.1712
N 0.02574 -0.16085 0.44604  -0.4933
C 1.22819 -0.75711 0.29036  0.3594
C 1.87402 -1.17649 -0.92686  0.0677
C 3.02415 -1.98494 -1.01742  -0.4253
S 3.44307 -2.26822 -2.66974  0.4326
C 2.09399 -1.25111 -3.16315  -0.1275
N 1.40794 -0.76392 -2.14580  -0.4141
H 2.80793 -1.30504 1.65980  0.4192
H 2.21361 -0.64426 4.27540  0.2119
H 0.40997 0.57105 5.65633  0.2189
H -1.59123 1.40432 4.50888  0.2157
H -1.88360 1.15037 2.02664  0.2250
H 3.55371 -2.43760 -0.18066  0.2377
H 1.93862 -1.05497 -4.21879  0.2311

Summary:
- HOMO energy (spin up / spin down): -7.49 / -7.66 eV
- Frontier orbital gap (spin up / spin down): 7.34 / 5.92 eV
- Total charge: 0
- ΔE to the lowest compared entry with this formula, charge and spin: 0.0 kJ/mol
- Spin multiplicity: 3



No. 6
DFT (ωB97M-V/def2-TZVPD) results for a cluster of 2 separate species, C13H16N2O2 in total.

Each line ends with the natural charge from an NBO analysis.
CARTESIAN COORDINATES (ANGSTROEM)
N -3.53725 -0.86037 0.67922  0.2829
O -3.41470 -1.64864 -0.26236  -0.5134
O -4.51406 -0.14351 0.90233  -0.4979
C 2.56640 0.65729 -3.35492  -0.4143
C 1.75884 1.80806 -3.97640  -0.4130
C 0.35750 1.72454 -3.36064  -0.2165
N 0.51873 0.90279 -2.16678  -0.3281
C -0.38743 0.84200 -1.20572  0.2236
C -0.23742 0.01834 -0.08097  -0.3928
C -0.93266 0.27779 1.08452  -0.0095
C -0.76111 -0.45598 2.30793  -0.0214
C -1.00326 0.13554 3.57900  -0.1845
C -0.72642 -0.56266 4.75381  -0.2169
C -0.24524 -1.88399 4.70020  -0.1871
C -0.03671 -2.49530 3.45262  -0.2178
C -0.28731 -1.79330 2.27522  -0.1788
C 1.76508 0.14929 -2.14259  -0.2316
H 2.69080 -0.16857 -4.05852  0.2199
H 3.55835 0.99367 -3.04982  0.2253
H 2.20218 2.77833 -3.72986  0.2157
H 1.69708 1.75170 -5.06224  0.2289
H -0.06224 2.70888 -3.11793  0.2187
H -0.35019 1.24304 -4.05684  0.2090
H -1.27317 1.48612 -1.30429  0.2256
H 0.46474 -0.82719 -0.13034  0.2238
H -1.56225 1.16886 1.10101  0.2235
H -1.38269 1.16064 3.61670  0.2174
H -0.87402 -0.08530 5.72716  0.2198
H -0.03311 -2.43452 5.62291  0.2181
H 0.31568 -3.52836 3.40095  0.2187
H -0.16564 -2.27800 1.30362  0.2149
H 1.55208 -0.92807 -2.23423  0.2154
H 2.33943 0.28688 -1.21278  0.2226

Summary:
- HOMO energy: -6.01 eV
- Frontier orbital gap: 4.67 eV
- Total charge: 0
- ΔE to the lowest compared entry with this formula, charge and spin: 616.9 kJ/mol